Below is C43H56MoN6O2P2S as an isolated structure, with properties calculated with ωB97M-V/def2-TZVPD.

CARTESIAN COORDINATES (ANGSTROEM)
Mo  0.219  0.346  0.145
C  3.483  1.333  -1.283
P  1.841  0.621  -1.684
C  2.375  -0.800  -2.705
C  1.230  1.843  -2.907
C  1.582  1.853  -4.254
C  1.064  2.815  -5.108
C  0.196  3.783  -4.622
C  -0.152  3.787  -3.281
C  0.354  2.816  -2.421
P  -0.057  2.742  -0.643
C  0.931  4.111  0.053
C  -1.725  3.472  -0.553
H  4.072  1.495  -2.186
H  4.021  0.652  -0.624
H  3.351  2.286  -0.770
H  3.069  -0.505  -3.492
H  1.523  -1.331  -3.130
H  2.888  -1.505  -2.052
H  2.259  1.107  -4.649
H  1.337  2.810  -6.155
H  -0.209  4.533  -5.288
H  -0.831  4.546  -2.913
H  0.852  4.990  -0.588
H  1.978  3.827  0.146
H  0.546  4.363  1.041
H  -1.719  4.513  -0.876
H  -2.067  3.420  0.481
H  -2.421  2.908  -1.172
C  -2.344  -0.369  -3.518
C  -3.633  -0.178  -3.049
C  -3.819  0.130  -1.715
C  -2.722  0.271  -0.867
N  -1.460  0.122  -1.343
C  -1.300  -0.211  -2.629
C  -2.830  0.567  0.569
C  -4.070  0.681  1.206
C  -4.130  0.886  2.572
C  -2.946  0.970  3.298
C  -1.721  0.880  2.652
C  -1.617  0.688  1.268
H  -2.137  -0.633  -4.545
H  -4.485  -0.273  -3.710
H  -4.817  0.269  -1.328
H  -0.287  -0.356  -2.964
H  -4.997  0.604  0.651
H  -5.088  0.974  3.068
H  -2.984  1.108  4.372
H  -0.815  0.946  3.243
C  2.092  -0.704  0.799
C  1.871  -1.685  1.904
C  2.090  -3.050  1.702
C  1.897  -3.969  2.722
C  1.467  -3.547  3.974
C  1.237  -2.195  4.188
C  1.440  -1.277  3.168
H  2.682  -1.201  0.028
H  2.672  0.141  1.171
H  2.429  -3.390  0.729
H  2.096  -5.020  2.543
H  1.325  -4.262  4.775
H  0.908  -1.852  5.162
H  1.265  -0.223  3.345
N  -0.457  -1.687  0.347
C  -1.102  -2.634  0.485
N  -1.875  -3.681  0.633
C  -3.232  -3.476  1.162
C  -3.270  -3.895  2.622
O  -2.808  -5.225  2.763
C  -1.452  -5.342  2.364
C  -1.296  -5.007  0.890
H  -3.916  -4.095  0.577
H  -3.502  -2.426  1.043
H  -4.290  -3.867  3.003
H  -2.649  -3.212  3.217
H  -1.153  -6.371  2.556
H  -0.826  -4.670  2.962
H  -1.836  -5.732  0.278
H  -0.250  -4.998  0.588
O  1.134  1.698  2.032
N  1.634  2.613  2.789
C  2.970  2.821  2.813
C  3.519  3.783  3.633
C  2.701  4.549  4.448
C  1.335  4.317  4.414
C  0.820  3.348  3.580
H  3.534  2.177  2.157
H  4.591  3.918  3.625
H  3.118  5.305  5.097
H  0.652  4.881  5.033
H  -0.227  3.095  3.495
C  -1.444  -4.950  -6.111
N  -0.893  -3.926  -5.225
C  0.500  -3.613  -5.494
C  -1.380  -3.760  -3.961
S  -0.387  -3.447  -2.648
N  -2.734  -3.832  -3.832
C  -3.637  -3.378  -4.884
C  -3.332  -3.867  -2.509
H  -0.671  -5.694  -6.317
H  -1.775  -4.526  -7.061
H  -2.278  -5.457  -5.637
H  0.635  -3.582  -6.575
H  1.174  -4.359  -5.065
H  0.754  -2.643  -5.075
H  -3.074  -2.961  -5.714
H  -4.284  -2.597  -4.479
H  -4.271  -4.186  -5.254
H  -2.767  -4.531  -1.862
H  -4.354  -4.233  -2.608
H  -3.344  -2.872  -2.049

Its net charge is +1. The calculation puts the HOMO energy (spin up / spin down) at -9.0482 / -8.6362 eV. As for the spin multiplicity: 2. As for the energy relative to the best compared isomer or geometry (same formula, charge and spin): 0.0 kcal/mol.

Results of the Löwdin charge analysis, in e, for atoms 1 through 4: Mo 1.038; C -0.224; P 0.791; C -0.240



Below is a 2-piece molecular cluster, C25H24N3 overall in a non-equilibrium geometry, with properties calculated with ωB97M-V/def2-TZVPD.

CARTESIAN COORDINATES (ANGSTROEM)
C  2.223  2.236  -4.727
N  1.501  1.535  -3.673
C  1.659  0.215  -3.337
C  0.715  -0.130  -2.324
C  0.426  -1.281  -1.545
C  1.297  -1.814  -0.555
C  1.899  -0.918  0.388
C  2.576  -1.397  1.489
C  2.842  -2.767  1.622
C  3.633  -3.253  2.793
C  2.353  -3.649  0.642
C  1.478  -3.211  -0.346
C  -0.128  1.043  -2.187
C  -1.344  1.217  -1.539
C  -1.920  2.486  -1.537
C  -1.379  3.504  -2.342
C  -0.178  3.329  -3.054
C  0.435  2.085  -2.952
H  1.938  3.297  -4.720
H  3.306  2.143  -4.574
H  1.988  1.814  -5.718
H  2.367  -0.423  -3.850
H  -0.501  -1.816  -1.794
H  1.702  0.149  0.279
H  2.894  -0.706  2.273
H  3.735  -4.340  2.735
H  4.624  -2.782  2.796
H  3.138  -2.995  3.736
H  2.634  -4.705  0.706
H  0.937  -3.926  -0.986
H  -1.805  0.368  -1.053
H  -2.801  2.676  -0.918
H  -1.925  4.442  -2.434
H  0.283  4.126  -3.646
C  -3.773  -1.902  2.554
N  -2.575  -1.209  2.110
C  -1.685  -1.653  1.166
N  -0.817  -0.688  0.857
C  -1.051  0.377  1.697
C  -2.193  0.089  2.477
C  -2.932  1.066  3.126
C  -2.420  2.371  3.063
C  -1.256  2.669  2.342
C  -0.548  1.679  1.660
H  -4.274  -1.309  3.327
H  -4.462  -2.058  1.712
H  -3.504  -2.886  2.957
H  -1.743  -2.655  0.759
H  -3.874  0.805  3.618
H  -2.938  3.179  3.574
H  -0.893  3.695  2.295
H  0.334  1.875  1.058

Its net charge is +1. The calculation puts the HOMO energy at -10.7881 eV. As for the energy relative to the best compared isomer or geometry (same formula, charge and spin): 51.2 kcal/mol.

Results of the Löwdin charge analysis, in e, for atoms 1 through 4: C 0.004; N -0.079; C 0.065; C -0.132



Below is one molecule with the formula C2H2ClP in a non-equilibrium geometry, with properties calculated with ωB97M-V/def2-TZVPD.

CARTESIAN COORDINATES (ANGSTROEM)
C  -0.827  0.558  -1.164
P  -0.031  1.543  -0.089
C  0.379  -0.056  0.673
Cl  1.785  -0.920  0.427
H  -0.930  -0.523  -1.122
H  -0.376  -0.602  1.275

Its net charge is 0. The SMILES is C#P=CCl. The calculation puts the HOMO energy (spin up / spin down) at -8.9050 / -8.5498 eV. As for the energy relative to the best compared isomer or geometry (same formula, charge and spin): 79.3 kcal/mol.

Results of the Löwdin charge analysis, in e, for atoms 1 through 4: C -0.300; P 0.710; C -0.965; Cl 0.580



Below is a 8-piece molecular cluster, C48H69IN8O2 overall in a non-equilibrium geometry, with properties calculated with ωB97M-V/def2-TZVPD.

CARTESIAN COORDINATES (ANGSTROEM)
C  0.244  3.807  1.066
C  1.457  2.824  1.188
C  1.609  2.043  2.424
C  2.736  1.126  2.650
C  2.872  0.355  3.992
C  1.512  0.040  4.718
C  0.840  -1.296  4.259
C  1.450  -2.258  3.345
C  0.737  -3.499  3.016
C  -0.569  -3.822  3.561
C  -1.212  -2.836  4.454
C  -0.494  -1.617  4.770
C  3.761  0.978  1.584
C  4.997  0.060  1.762
C  5.039  -1.185  0.787
C  5.944  -2.279  1.507
I  5.904  -4.207  0.538
C  3.558  1.763  0.389
C  2.443  2.692  0.135
C  2.552  3.403  -1.231
O  1.834  4.209  -1.753
N  3.771  2.835  -1.773
C  4.416  1.874  -0.895
O  5.417  1.311  -1.250
H  0.643  4.781  0.666
H  -0.059  4.028  2.129
H  -0.596  3.400  0.454
H  0.804  2.202  3.181
H  3.463  1.012  4.696
H  3.441  -0.602  3.924
H  0.751  0.855  4.668
H  1.761  -0.092  5.812
H  2.454  -2.052  2.907
H  1.190  -4.247  2.328
H  -1.111  -4.766  3.313
H  -2.229  -3.011  4.881
H  -1.000  -0.894  5.461
H  5.037  -0.356  2.809
H  5.946  0.656  1.642
H  4.038  -1.580  0.491
H  5.632  -0.869  -0.116
H  5.610  -2.392  2.573
H  6.993  -1.901  1.533
H  3.552  2.423  -2.686
C  -0.255  -8.542  6.191
C  1.218  -8.201  6.388
C  1.590  -6.815  5.857
C  1.430  -6.715  4.407
N  1.295  -6.637  3.269
H  -0.519  -8.577  5.132
H  -0.476  -9.520  6.621
H  -0.896  -7.804  6.681
H  1.833  -8.966  5.905
H  1.446  -8.238  7.456
H  2.631  -6.603  6.113
H  0.983  -6.050  6.349
C  -2.768  4.762  -3.323
C  -4.019  4.921  -2.465
C  -3.773  4.624  -0.984
C  -3.404  3.228  -0.751
N  -3.107  2.132  -0.573
H  -2.403  3.733  -3.310
H  -2.987  5.024  -4.360
H  -1.966  5.416  -2.971
H  -4.807  4.271  -2.852
H  -4.379  5.949  -2.559
H  -4.684  4.846  -0.421
H  -2.992  5.284  -0.596
C  -7.328  0.026  1.408
C  -6.094  0.500  2.165
C  -6.278  1.875  2.812
C  -6.470  2.933  1.819
N  -6.628  3.759  1.035
H  -7.564  0.689  0.572
H  -7.159  -0.972  1.001
H  -8.199  -0.019  2.066
H  -5.237  0.517  1.486
H  -5.864  -0.225  2.950
H  -5.392  2.108  3.410
H  -7.127  1.856  3.500
C  0.893  3.189  -7.253
C  1.489  3.602  -5.912
C  0.604  4.578  -5.135
C  0.454  5.861  -5.824
N  0.331  6.864  -6.372
H  0.784  4.046  -7.922
H  1.541  2.465  -7.747
H  -0.089  2.729  -7.120
H  2.478  4.040  -6.077
H  1.635  2.704  -5.304
H  1.050  4.755  -4.152
H  -0.379  4.134  -4.961
C  3.035  -8.789  0.464
C  3.554  -8.652  -0.963
C  4.912  -9.326  -1.176
C  5.971  -8.696  -0.387
N  6.798  -8.206  0.242
H  3.696  -8.296  1.179
H  2.050  -8.328  0.553
H  2.943  -9.840  0.748
H  3.616  -7.592  -1.224
H  2.829  -9.106  -1.645
H  5.177  -9.267  -2.235
H  4.846  -10.388  -0.926
C  -2.507  6.368  4.894
C  -2.979  5.891  3.525
C  -3.623  4.504  3.561
C  -2.672  3.461  3.953
N  -1.923  2.647  4.265
H  -1.727  5.719  5.297
H  -2.094  7.375  4.820
H  -3.335  6.393  5.607
H  -2.134  5.896  2.831
H  -3.712  6.605  3.140
H  -4.017  4.270  2.568
H  -4.474  4.505  4.247
C  -2.478  2.598  -10.496
C  -2.195  1.434  -11.439
C  -1.583  0.223  -10.732
C  -0.259  0.516  -10.179
N  0.775  0.753  -9.738
H  -1.559  2.983  -10.049
H  -2.949  3.418  -11.041
H  -3.152  2.295  -9.691
H  -1.536  1.773  -12.243
H  -3.135  1.126  -11.907
H  -1.492  -0.599  -11.446
H  -2.248  -0.121  -9.936

Its net charge is 0. The SMILES is Cc1cc(CCc2ccccc2)c(CCCI)c2c1C(=O)NC2=O.CCCC#N.CCCC#N.CCCC#N.CCCC#N.CCCC#N.CCCC#N.CCCC#N. The calculation puts the HOMO energy at -8.6834 eV.

Results of the Löwdin charge analysis, in e, for atoms 1 through 4: C -0.043; C -0.150; C 0.048; C -0.092



Which value of net charge does entry 4 give?
0



Look up the net charge of the third one.
0



net charge of number 3 (C2H2ClP)?
0



What is the net charge in the fourth record?
0